C11H48Ba2N2O11 | ωB97M-V/def2-TZVPD

HOMO-LUMO gap   2.5 eV
Lowest unoccupied orbital energy   -0.4232 Ha
DFT total energy   -1434.03898 Ha
Total charge   +4

Element x y z (Å)
N 3.83 -1.51 -8.10
H 4.40 -0.68 -8.05
H 4.32 -2.22 -8.61
H 3.02 -1.43 -8.70
H 3.70 -1.84 -7.15
N 6.75 -2.44 0.13
H 6.43 -2.81 1.01
H 5.97 -2.56 -0.50
H 7.43 -2.95 -0.41
H 7.00 -1.49 0.35
Ba 4.54 4.13 -2.57
Ba 5.71 5.02 3.92
O 1.99 -0.46 -1.25
C 0.85 -0.41 -0.38
C 0.97 0.28 1.07
O 1.43 1.65 1.21
H 0.49 -1.43 -0.29
H 0.04 0.09 -0.90
H 1.66 -0.35 1.63
H 0.01 0.07 1.54
C -1.62 -2.82 -8.06
O -1.11 -2.27 -9.26
H -1.35 -3.87 -7.94
H -1.30 -2.24 -7.19
H -2.70 -2.87 -8.20
H -1.88 -2.07 -9.79
C 2.77 -6.53 4.32
O 4.06 -6.63 3.67
H 2.97 -6.58 5.39
H 2.29 -5.59 4.05
H 2.05 -7.27 3.98
H 4.56 -7.08 4.35
C -5.75 3.11 4.72
O -6.47 4.09 3.99
H -5.27 3.60 5.58
H -6.41 2.27 4.93
H -5.00 2.60 4.12
H -5.73 4.54 3.59
C -2.35 4.43 -5.37
O -1.14 4.03 -4.81
H -3.16 4.29 -4.66
H -2.20 5.51 -5.39
H -2.45 3.96 -6.35
H -1.26 3.14 -4.46
C 1.63 -7.13 -3.12
O 2.14 -6.04 -3.94
H 0.70 -7.03 -2.56
H 1.56 -8.03 -3.74
H 2.30 -7.41 -2.31
H 2.04 -5.23 -3.43
C 0.43 -1.41 8.69
O 1.69 -1.51 9.29
H 0.15 -0.37 8.55
H 0.49 -1.89 7.71
H -0.30 -2.03 9.21
H 2.32 -1.17 8.65
C -6.53 -1.86 -1.30
O -6.69 -2.42 -2.59
H -6.52 -2.67 -0.57
H -5.59 -1.31 -1.24
H -7.26 -1.17 -0.89
H -7.23 -1.82 -3.11
C -1.69 7.41 0.43
O -2.23 6.16 0.76
H -1.93 8.15 1.20
H -0.61 7.34 0.38
H -2.19 7.57 -0.52
H -1.48 5.63 1.04
C 0.37 6.31 6.59
O 1.20 7.26 5.94
H 0.90 5.48 7.06
H -0.10 6.98 7.32
H -0.35 5.89 5.89
H 0.68 7.92 5.48

Here are the Löwdin charges for atoms 1 to 8, given in e: number 1, N, carries 0.355; number 2, H, carries 0.157; number 3, H, carries 0.163; number 4, H, carries 0.167; number 5, H, carries 0.158; number 6, N, carries 0.353; number 7, H, carries 0.165; number 8, H, carries 0.157